Entry 1:
{"formula": "C5H9NOS", "method": "ωB97M-V/def2-TZVPD", "symbols": ["C", "C", "C", "C", "N", "S", "C", "O", "H", "H", "H", "H", "H", "H", "H", "H", "H"], "coordinates": [[-0.544, -1.709, -0.964], [-0.127, -0.550, -0.446], [1.333, -0.272, -0.161], [1.577, 0.120, 1.294], [-1.078, 0.470, -0.080], [-2.602, 0.050, 0.591], [-0.846, 1.810, -0.311], [0.133, 2.263, -0.870], [-1.591, -1.921, -1.130], [0.174, -2.526, -1.198], [1.891, -1.216, -0.401], [1.685, 0.532, -0.841], [1.103, 1.056, 1.534], [2.654, 0.215, 1.491], [1.193, -0.625, 2.004], [-3.295, -0.155, -0.589], [-1.659, 2.455, 0.077]], "nbo_charge": [-0.424, 0.179, -0.450, -0.605, -0.612, 0.207, 0.534, -0.580, 0.203, 0.214, 0.213, 0.250, 0.207, 0.217, 0.205, 0.106, 0.134], "multiplicity": 1, "smiles": "C=C(CC)N(S)C=O", "homo_ev": -9.245, "energy_ev": -19702.8802, "orbital_gap_ev": 9.75}



Entry 2:
{"formula": "C20H36B2F16N2O22S5Zr2", "method": "ωB97M-V/def2-TZVPD", "symbols": ["Zr", "Zr", "N", "S", "O", "O", "F", "S", "O", "O", "F", "N", "S", "O", "O", "F", "S", "O", "O", "F", "B", "H", "H", "H", "H", "B", "H", "H", "H", "H", "O", "C", "C", "O", "H", "H", "H", "H", "C", "C", "O", "C", "O", "C", "F", "F", "F", "H", "H", "H", "H", "H", "C", "C", "O", "C", "O", "C", "F", "F", "F", "H", "H", "H", "H", "H", "C", "C", "O", "C", "O", "C", "F", "F", "F", "H", "H", "H", "H", "H", "C", "C", "O", "C", "O", "C", "F", "F", "F", "H", "H", "H", "H", "H", "C", "C", "O", "S", "O", "O", "O", "H", "H", "H", "H"], "coordinates": [[-2.710, -2.566, 1.964], [-2.439, -2.184, -3.670], [-2.956, -0.570, -4.854], [-2.811, -0.121, -6.534], [-1.750, 0.803, -6.878], [-4.004, -0.189, -7.360], [-2.081, -1.512, -6.855], [-3.458, 0.950, -4.720], [-4.789, 1.335, -5.086], [-2.431, 1.991, -4.574], [-3.721, 0.795, -3.106], [-1.654, -3.887, 0.803], [-2.001, -4.755, -0.717], [-1.408, -6.078, -0.962], [-2.182, -3.872, -1.846], [-3.497, -5.113, -0.320], [-0.176, -4.394, 0.572], [0.628, -3.853, -0.528], [0.218, -5.668, 1.168], [0.221, -3.443, 1.824], [-1.993, -2.920, 4.057], [-3.067, -2.884, 3.955], [-1.593, -3.728, 3.464], [-1.738, -1.995, 3.563], [-1.651, -2.899, 5.080], [-1.114, -3.828, -4.412], [-0.454, -4.546, -4.874], [-1.406, -3.124, -5.176], [-2.089, -4.184, -4.117], [-0.692, -3.311, -3.565], [-1.413, -1.154, -2.027], [-1.113, -0.088, -1.165], [-0.591, -0.327, 0.293], [-1.442, -0.908, 1.307], [-2.050, 0.468, -1.122], [-0.456, 0.558, -1.746], [-0.071, 0.585, 0.586], [0.320, -0.915, 0.178], [3.077, 2.336, -1.132], [3.272, 0.856, -1.253], [4.554, 0.383, -1.035], [4.962, 0.141, 0.283], [4.224, 0.416, 1.247], [6.362, -0.399, 0.490], [6.891, -0.846, -0.621], [7.107, 0.674, 0.818], [6.419, -1.318, 1.482], [3.773, 2.927, -1.727], [3.189, 2.622, -0.087], [2.048, 2.636, -1.334], [3.047, 0.587, -2.285], [2.518, 0.356, -0.645], [-4.852, 2.310, 0.459], [-3.789, 1.536, 1.239], [-4.116, 1.477, 2.618], [-4.056, 0.368, 3.392], [-3.802, -0.827, 2.983], [-4.075, 0.689, 4.853], [-3.995, 2.055, 5.073], [-5.298, 0.377, 5.345], [-3.197, -0.015, 5.595], [-5.004, 3.305, 0.878], [-5.732, 1.678, 0.572], [-4.609, 2.426, -0.597], [-2.798, 1.960, 1.074], [-3.642, 0.499, 0.936], [-0.163, 2.971, 2.467], [1.293, 3.453, 2.338], [1.940, 3.435, 3.569], [1.848, 4.481, 4.528], [1.094, 5.468, 4.349], [2.937, 4.336, 5.640], [2.330, 4.364, 6.828], [3.508, 3.090, 5.538], [3.866, 5.271, 5.623], [-0.689, 3.709, 3.073], [-0.261, 2.010, 2.972], [-0.738, 2.962, 1.541], [1.421, 4.407, 1.825], [1.714, 2.679, 1.696], [2.005, 2.638, -4.474], [1.014, 1.434, -4.523], [1.807, 0.282, -4.800], [1.118, -0.887, -4.996], [-0.104, -1.047, -4.774], [2.076, -2.046, -5.390], [1.785, -2.452, -6.592], [3.386, -1.654, -5.333], [1.904, -3.091, -4.540], [1.471, 3.552, -4.211], [2.376, 2.767, -5.490], [2.909, 2.574, -3.868], [0.259, 1.625, -5.286], [0.485, 1.312, -3.579], [2.791, -0.284, 3.717], [2.007, -1.378, 3.019], [1.148, -1.914, 3.992], [0.903, -0.959, 5.346], [0.786, -1.770, 6.555], [-0.086, 0.110, 5.112], [2.454, -0.382, 5.113], [2.501, 0.709, 3.373], [3.855, -0.450, 3.550], [2.672, -2.163, 2.660], [1.511, -0.840, 2.211]], "mulliken_charge": [1.298, 1.395, -0.183, 0.860, -0.398, -0.488, -0.277, 0.743, -0.491, -0.436, -0.325, -0.289, 0.761, -0.433, -0.345, -0.285, 0.717, -0.368, -0.550, -0.158, 0.993, 0.127, -0.052, -0.324, 0.010, -0.540, 0.065, 0.084, 0.138, 0.238, 0.024, -0.117, -0.363, 0.420, 0.098, -0.270, -0.148, 0.424, -1.457, 0.825, -0.406, 0.408, -0.546, 0.796, -0.228, -0.241, -0.208, 0.395, 0.390, 0.348, -0.004, -0.038, -1.330, 0.942, -0.239, 0.412, -0.699, 0.866, -0.205, -0.247, -0.138, 0.370, 0.417, 0.313, -0.295, -0.152, -0.892, -0.092, -0.238, 0.362, -0.533, 0.791, -0.248, -0.199, -0.225, 0.603, 0.158, 0.199, 0.607, -0.323, -1.616, 0.806, -0.246, 0.403, 0.065, 0.732, -0.225, -0.218, -0.207, 0.422, 0.464, 0.252, 0.434, -0.582, 0.031, 0.106, -0.408, 1.029, -0.552, -0.462, -0.426, -0.090, 0.321, 0.543, -0.146], "multiplicity": 1, "homo_ev": -14.629, "total_charge": 2, "energy_ev": -170887.1573, "orbital_gap_ev": 5.68}



Entry 3:
{"formula": "C17H53BN17O12P", "method": "ωB97M-V/def2-TZVPD", "symbols": ["C", "C", "O", "C", "C", "C", "O", "C", "O", "B", "N", "O", "P", "C", "C", "C", "H", "H", "H", "H", "H", "H", "H", "H", "H", "H", "H", "H", "H", "H", "H", "H", "H", "H", "H", "H", "H", "N", "C", "N", "O", "H", "H", "H", "H", "N", "C", "N", "O", "H", "H", "H", "H", "N", "C", "N", "O", "H", "H", "H", "H", "N", "C", "N", "O", "H", "H", "H", "H", "N", "C", "N", "O", "H", "H", "H", "H", "N", "C", "N", "O", "H", "H", "H", "H", "N", "C", "N", "O", "H", "H", "H", "H", "N", "C", "N", "O", "H", "H", "H", "H"], "coordinates": [[0.505, 7.226, 0.596], [-0.870, 6.816, -0.138], [-0.718, 6.901, -1.565], [-0.806, 5.613, -2.196], [0.512, 4.743, -1.829], [1.154, 4.000, -3.080], [0.760, 2.616, -3.251], [-0.551, 2.359, -2.811], [-1.524, 2.822, -3.415], [-0.774, 1.409, -1.480], [-2.128, 1.092, -0.945], [0.451, 0.951, -0.858], [3.059, 4.016, -2.780], [3.922, 4.994, -4.165], [3.775, 2.279, -2.906], [4.640, 1.931, -1.586], [1.032, 8.045, 0.013], [0.284, 7.560, 1.661], [1.190, 6.322, 0.682], [-1.124, 5.779, 0.240], [-1.658, 7.545, 0.234], [-1.691, 5.074, -1.706], [-1.002, 5.649, -3.305], [0.346, 4.084, -0.919], [1.279, 5.523, -1.499], [1.009, 4.628, -4.027], [-2.803, 1.492, -1.623], [-2.228, 1.723, -0.127], [0.899, 1.795, -0.623], [3.974, 4.409, -5.147], [5.010, 5.081, -3.826], [3.507, 6.036, -4.302], [4.429, 2.233, -3.838], [3.017, 1.448, -3.007], [5.654, 2.432, -1.602], [4.793, 0.806, -1.597], [4.027, 2.181, -0.666], [3.590, -1.202, 0.911], [2.721, -2.154, 0.482], [1.570, -1.671, -0.039], [2.961, -3.355, 0.562], [3.411, -0.217, 0.855], [4.459, -1.519, 1.305], [0.899, -2.343, -0.368], [1.355, -0.690, -0.111], [-0.468, 4.803, -6.709], [-1.173, 4.013, -7.562], [-1.917, 3.050, -6.958], [-1.141, 4.158, -8.774], [-0.483, 4.698, -5.710], [0.095, 5.529, -7.117], [-2.453, 2.444, -7.553], [-1.955, 2.917, -5.963], [1.079, -3.624, 3.262], [0.360, -2.523, 3.591], [-0.652, -2.748, 4.467], [0.605, -1.414, 3.133], [0.894, -4.541, 3.627], [1.842, -3.500, 2.613], [-1.210, -1.957, 4.737], [-0.868, -3.651, 4.852], [6.478, -1.935, -1.897], [7.359, -0.918, -2.089], [8.660, -1.300, -2.176], [7.008, 0.250, -2.176], [6.745, -2.899, -1.822], [5.504, -1.692, -1.826], [9.342, -0.574, -2.318], [8.969, -2.251, -2.107], [-3.832, -4.077, 3.863], [-4.209, -3.895, 5.154], [-5.526, -4.116, 5.402], [-3.421, -3.558, 6.027], [-4.461, -4.353, 3.131], [-2.861, -3.922, 3.642], [-5.842, -3.991, 6.348], [-6.188, -4.393, 4.700], [0.152, -7.667, 6.074], [-0.559, -6.555, 6.405], [-1.575, -6.771, 7.273], [-0.303, -5.451, 5.955], [-0.044, -8.583, 6.433], [0.917, -7.548, 5.431], [-2.126, -5.972, 7.543], [-1.803, -7.671, 7.653], [-5.015, 3.360, -3.519], [-5.399, 3.534, -2.229], [-6.719, 3.315, -1.991], [-4.617, 3.861, -1.347], [-5.638, 3.091, -4.258], [-4.042, 3.514, -3.731], [-7.041, 3.433, -1.046], [-7.377, 3.045, -2.699], [-3.134, -7.818, 4.669], [-3.890, -8.865, 4.250], [-3.374, -10.092, 4.533], [-4.952, -8.718, 3.664], [-2.259, -7.918, 5.152], [-3.484, -6.894, 4.478], [-3.907, -10.892, 4.238], [-2.505, -10.236, 5.012]], "mulliken_charge": [-0.928, -0.176, -0.484, -0.402, -0.516, 0.768, -0.358, 0.146, -0.373, 0.358, -0.655, -0.379, -0.101, -1.155, -0.600, -0.467, 0.246, 0.365, 0.189, 0.137, 0.394, 0.351, 0.135, 0.068, 0.420, -0.139, 0.271, 0.302, 0.190, 0.321, 0.367, 0.339, 0.358, 0.363, 0.306, -0.158, 0.293, -0.278, 0.624, -0.082, -0.761, 0.106, 0.213, 0.195, 0.130, -0.344, 0.487, -0.326, -0.677, 0.259, 0.178, 0.175, 0.231, -0.181, 0.603, -0.187, -0.679, 0.116, 0.170, 0.158, 0.059, -0.318, 0.644, -0.431, -0.588, 0.172, 0.160, 0.225, 0.151, -0.293, 0.623, -0.436, -0.631, 0.184, 0.196, 0.214, 0.157, -0.350, 0.499, -0.342, -0.656, 0.174, 0.191, 0.219, 0.191, -0.321, 0.665, -0.433, -0.614, 0.161, 0.197, 0.235, 0.147, -0.137, 0.544, -0.347, -0.662, 0.155, 0.123, 0.206, 0.143], "multiplicity": 1, "smiles": "CCOCC[C@H](OC(=O)B(N)O)P(C)CC.NC(N)=O.NC(N)=O.NC(N)=O.NC(N)=O.NC(N)=O.NC(N)=O.NC(N)=O.NC(N)=O", "homo_ev": -8.001, "energy_ev": -78363.3959, "orbital_gap_ev": 7.49}



Entry 4:
{"formula": "C32H46HgNO7P3S3", "method": "ωB97M-V/def2-TZVPD", "symbols": ["Hg", "O", "C", "O", "C", "O", "C", "C", "O", "O", "H", "H", "H", "H", "H", "C", "P", "C", "C", "C", "C", "C", "C", "C", "P", "C", "C", "H", "H", "H", "H", "H", "H", "H", "H", "H", "H", "H", "H", "H", "H", "H", "H", "N", "S", "C", "C", "C", "C", "C", "C", "C", "C", "C", "C", "C", "C", "H", "H", "H", "H", "H", "H", "H", "H", "H", "H", "H", "C", "C", "C", "O", "P", "S", "S", "O", "C", "C", "C", "H", "H", "H", "H", "H", "H", "H", "H", "H", "H", "H", "H", "H", "H"], "coordinates": [[0.082, -0.288, -0.819], [-3.183, -1.348, 1.744], [-2.528, -0.839, 0.570], [-1.281, -0.460, 0.920], [-2.560, -1.949, -0.532], [-1.263, -2.486, -0.699], [-1.019, -3.123, -1.943], [0.472, -3.062, -2.279], [0.992, -4.053, -2.784], [1.072, -1.952, -2.042], [-2.449, -1.413, 2.367], [-2.915, -1.534, -1.483], [-3.256, -2.725, -0.199], [-1.558, -2.600, -2.739], [-1.329, -4.171, -1.914], [0.213, 4.504, -0.096], [1.063, 3.051, 0.640], [1.827, 3.895, 2.095], [2.564, 2.937, -0.428], [3.078, 4.060, -1.071], [4.209, 3.989, -1.868], [4.853, 2.774, -2.030], [4.353, 1.643, -1.403], [3.211, 1.701, -0.604], [2.501, 0.143, 0.058], [2.846, 0.160, 1.850], [3.615, -1.158, -0.542], [0.748, 5.444, 0.061], [-0.773, 4.582, 0.362], [0.058, 4.334, -1.159], [2.393, 4.782, 1.801], [2.489, 3.217, 2.632], [1.028, 4.192, 2.778], [2.579, 5.014, -0.956], [4.577, 4.877, -2.367], [5.734, 2.697, -2.654], [4.856, 0.698, -1.562], [3.870, 0.479, 2.051], [2.698, -0.850, 2.234], [2.142, 0.814, 2.358], [4.650, -1.016, -0.223], [3.536, -1.236, -1.625], [3.234, -2.099, -0.145], [-3.399, 0.233, 0.067], [-3.413, 1.704, 1.615], [-2.676, 2.059, 3.212], [-2.739, 1.136, 4.256], [-2.008, 1.345, 5.412], [-1.188, 2.462, 5.538], [-1.112, 3.374, 4.496], [-1.853, 3.174, 3.338], [-5.079, 1.355, 2.166], [-5.858, 0.370, 1.570], [-7.162, 0.163, 2.000], [-7.709, 0.926, 3.019], [-6.933, 1.915, 3.609], [-5.634, 2.133, 3.183], [-2.831, 0.755, -0.608], [-3.360, 0.256, 4.144], [-2.066, 0.624, 6.218], [-0.613, 2.617, 6.442], [-0.483, 4.251, 4.588], [-1.805, 3.891, 2.530], [-5.429, -0.225, 0.780], [-7.750, -0.614, 1.528], [-8.725, 0.756, 3.350], [-7.340, 2.529, 4.403], [-5.048, 2.914, 3.648], [-3.503, 4.026, -5.126], [-3.527, 3.350, -3.766], [-2.915, 4.212, -2.679], [-2.971, 2.023, -3.840], [-1.465, 1.496, -3.863], [-1.428, -0.308, -4.537], [-0.651, 1.825, -2.030], [-0.809, 2.610, -4.824], [0.593, 2.849, -5.080], [1.076, 3.997, -4.210], [1.471, 1.617, -4.957], [-4.136, 4.915, -5.096], [-3.884, 3.351, -5.892], [-2.492, 4.320, -5.401], [-4.568, 3.144, -3.501], [-1.874, 4.450, -2.901], [-2.951, 3.722, -1.707], [-3.480, 5.146, -2.622], [0.592, 3.176, -6.124], [1.110, 3.696, -3.163], [0.416, 4.860, -4.310], [2.081, 4.289, -4.523], [1.485, 1.237, -3.936], [2.490, 1.897, -5.235], [1.129, 0.816, -5.607]], "lowdin_spin": [0.000, 0.002, 0.024, 0.008, 0.027, 0.007, 0.001, 0.000, 0.000, 0.000, 0.000, 0.006, 0.002, 0.000, 0.000, 0.000, 0.000, 0.000, 0.000, 0.000, 0.000, 0.000, 0.000, 0.000, 0.000, 0.000, 0.000, 0.000, 0.000, 0.000, 0.000, 0.000, 0.000, 0.000, 0.000, 0.000, 0.000, 0.000, 0.000, 0.000, 0.000, 0.000, 0.000, 0.565, 0.186, 0.064, 0.026, -0.001, 0.029, 0.000, 0.031, -0.003, 0.003, -0.001, 0.005, 0.000, 0.007, 0.009, 0.001, -0.001, 0.002, 0.000, 0.001, 0.001, 0.000, 0.000, 0.000, 0.001, 0.000, 0.000, 0.000, 0.000, 0.000, 0.000, 0.000, 0.000, 0.000, 0.000, 0.000, 0.000, 0.000, 0.000, 0.000, 0.000, 0.000, 0.000, 0.000, 0.000, 0.000, 0.000, 0.000, 0.000, 0.000], "multiplicity": 2, "homo_ev": [-4.221, -5.352], "s2": 0.76, "total_charge": -1, "energy_ev": -114303.5708, "orbital_gap_ev": [6.56, 7.67]}